Entry from OMol25: an isolated ion of composition C4H11N3 and charge +2 at a distorted geometry (the ωB97M-V functional and the def2-TZVPD basis).

Structure (XYZ):
```
18
Properties=species:S:1:pos:R:3:forces:R:3
C 0.445 -0.863 -1.844 1.1 1.0 -0.2
C 0.012 -0.290 1.181 4.2 1.0 1.8
C 1.353 0.302 0.130 -0.2 -0.7 2.4
C -1.248 0.178 0.976 -2.1 1.0 -1.0
N 1.472 -0.374 -1.097 -3.9 0.2 -0.7
N 0.449 -1.228 -3.088 -0.6 0.0 1.4
N -1.836 1.277 1.783 1.2 -0.2 2.6
H 0.123 -1.292 0.764 -0.1 -0.5 0.9
H 0.479 0.041 2.265 -1.1 -1.5 -2.6
H 1.230 1.324 0.015 -0.6 2.0 -0.4
H 2.197 0.175 0.841 -0.2 -0.4 -1.1
H -1.831 -0.152 0.118 -0.3 0.2 0.5
H 2.262 -0.895 -1.184 3.2 -2.0 -0.4
H -0.393 -1.677 -3.428 0.0 -0.2 -0.1
H 1.191 -1.140 -3.765 0.5 0.3 -0.1
H -1.134 1.999 2.130 -0.9 -0.1 -1.7
H -2.045 1.002 2.788 -0.4 -0.8 -1.1
H -2.727 1.614 1.414 0.3 0.6 -0.2
```
Forces are in eV/Å.

Calculated values
ΔE to the lowest compared entry with this formula, charge and spin   102.8 kcal per mole
Net charge   +2
HOMO (spin up / spin down)   -16.70 / -18.28 eV
HOMO-LUMO gap (spin up / spin down)   6.544 / 9.269 eV

Here are the natural (NBO) charges for atoms 1 to 4, given in e: atom 1 (C): 0.5501, atom 2 (C): -0.5003, atom 3 (C): -0.1640, atom 4 (C): 0.0512

=====

Entry from OMol25: C13H5Cl3NO6Os as an isolated structure (the ωB97M-V functional and the def2-TZVPD basis).

Structure (XYZ):
```
29
Properties=species:S:1:pos:R:3:forces:R:3
Os 0.512 0.791 0.724 0.4 0.6 -0.5
O -2.325 -3.653 3.542 0.0 0.0 0.0
C -1.744 -2.630 2.928 -0.1 -0.1 0.0
C -2.425 -1.443 2.612 0.0 0.1 0.0
C -1.724 -0.471 1.944 0.2 -0.1 -0.1
N -0.463 -0.691 1.581 -0.1 -0.2 0.1
C 0.251 -1.738 2.002 -0.2 0.2 -0.1
C -0.367 -2.761 2.670 0.1 0.0 0.0
C 1.728 -1.472 1.824 0.0 -0.1 0.1
O 2.597 -2.249 2.014 0.0 0.0 0.0
O 1.976 -0.144 1.485 -0.1 -0.1 0.1
C -2.094 0.977 1.714 -0.1 0.0 0.1
O -3.172 1.439 1.856 0.0 0.0 0.0
O -0.984 1.749 1.398 -0.1 -0.1 0.1
H -3.262 -3.497 3.718 0.0 0.0 0.0
H -3.449 -1.270 2.916 0.0 0.0 0.0
H 0.181 -3.621 3.027 0.0 0.0 0.0
Cl 2.348 3.335 -5.598 0.0 0.0 0.0
C 1.737 2.456 -4.253 0.0 0.0 0.0
C 1.998 2.913 -2.971 0.0 0.0 0.0
C 1.489 2.175 -1.924 0.0 0.0 -0.1
Cl 1.754 2.660 -0.267 -0.1 -0.1 0.1
C 0.746 1.025 -2.101 0.0 0.0 0.1
O 0.248 0.301 -1.042 0.0 0.0 0.0
C 0.497 0.585 -3.398 0.0 0.0 0.0
Cl -0.424 -0.841 -3.649 0.0 0.0 0.0
C 0.994 1.302 -4.471 0.0 0.0 0.0
H 2.576 3.811 -2.803 0.0 0.0 0.0
H 0.801 0.962 -5.479 0.0 0.0 0.0
```
Forces are in eV/Å.

Calculated values
Net charge   +1
HOMO   -12.42 eV
HOMO-LUMO gap   7.368 eV

Here are the natural (NBO) charges for atoms 1 to 4, given in e: atom 1 (Os): 1.5046, atom 2 (O): -0.6018, atom 3 (C): 0.3949, atom 4 (C): -0.2573

=====

Entry from OMol25: C47H49N3O3P2SSiV as an isolated structure at a distorted geometry (the ωB97M-V functional and the def2-TZVPD basis).

Structure (XYZ):
```
107
Properties=species:S:1:pos:R:3:forces:R:3
V 0.279 0.089 0.261 0.6 0.9 -1.8
C 1.049 -1.690 3.651 0.0 0.0 0.0
Si -0.152 -0.740 2.509 0.0 -0.4 0.9
C -1.656 -1.903 2.327 -0.1 0.1 0.1
C -2.565 -2.262 3.327 0.0 0.0 -0.1
C -3.579 -3.180 3.081 0.0 0.0 0.0
C -3.695 -3.774 1.830 0.0 0.0 0.0
C -2.792 -3.454 0.825 0.0 0.0 0.0
C -1.781 -2.527 1.073 -0.2 0.1 0.0
P -0.511 -2.103 -0.182 -0.2 -1.3 0.1
C -1.139 -2.804 -1.734 0.0 0.3 -0.2
C -2.121 -2.035 -2.366 0.0 -0.1 0.1
C -2.607 -2.398 -3.609 0.0 0.0 -0.1
C -2.110 -3.530 -4.243 0.0 0.0 0.0
C -1.131 -4.292 -3.626 0.0 0.0 -0.1
C -0.638 -3.929 -2.381 0.0 0.0 0.1
C 0.879 -3.181 0.337 0.0 0.1 -0.1
C 2.139 -2.607 0.498 -0.1 -0.1 -0.1
C 3.232 -3.369 0.882 0.0 0.0 0.0
C 3.068 -4.727 1.108 0.0 -0.1 0.0
C 1.815 -5.312 0.968 0.0 0.0 0.0
C 0.724 -4.542 0.592 0.0 0.0 0.1
C -0.561 0.855 3.502 0.0 0.0 0.0
C -1.348 0.970 4.652 0.0 0.0 -0.1
C -1.456 2.174 5.335 0.0 0.0 0.0
C -0.768 3.297 4.890 0.0 0.0 0.0
C 0.028 3.215 3.757 -0.1 -0.1 0.0
C 0.126 2.007 3.067 -0.1 -0.1 0.0
P 1.213 1.780 1.610 0.6 0.9 1.2
C 2.819 1.295 2.350 0.1 -0.1 -0.2
C 3.861 0.991 1.469 -0.1 0.0 0.1
C 5.122 0.660 1.944 -0.1 0.0 0.0
C 5.346 0.615 3.315 0.0 0.0 0.0
C 4.310 0.884 4.196 0.0 0.0 0.0
C 3.049 1.223 3.720 0.0 0.0 0.0
C 1.562 3.500 1.069 -0.2 -0.1 -0.3
C 0.579 4.096 0.272 0.0 0.0 0.1
C 0.729 5.388 -0.206 0.0 0.0 0.0
C 1.884 6.100 0.096 0.0 0.0 0.0
C 2.874 5.513 0.872 0.0 0.1 0.0
C 2.717 4.219 1.357 0.0 0.0 0.1
H 0.806 -2.757 3.646 0.1 0.1 0.0
H 0.975 -1.327 4.683 0.0 -0.1 -0.1
H 2.090 -1.583 3.333 -0.1 0.0 0.0
H -2.484 -1.826 4.318 0.0 0.0 -0.1
H -4.283 -3.434 3.866 0.0 0.0 0.0
H -4.489 -4.486 1.640 0.1 0.0 0.0
H -2.877 -3.918 -0.151 0.0 0.0 0.0
H -2.479 -1.136 -1.877 0.0 0.1 -0.1
H -3.341 -1.782 -4.116 0.0 0.0 0.1
H -2.454 -3.794 -5.233 0.0 0.1 0.0
H -0.713 -5.145 -4.146 0.0 0.0 0.0
H 0.156 -4.510 -1.935 0.1 0.0 0.0
H 2.274 -1.538 0.342 0.1 0.1 0.0
H 4.205 -2.910 1.009 0.0 0.0 0.0
H 3.916 -5.332 1.409 -0.1 0.0 0.0
H 1.689 -6.371 1.151 0.0 0.0 0.0
H -0.257 -4.994 0.518 0.0 0.0 -0.1
H -1.888 0.106 5.026 0.1 0.1 0.0
H -2.074 2.240 6.224 0.0 0.0 0.0
H -0.846 4.234 5.428 0.0 0.0 0.0
H 0.572 4.087 3.414 0.0 0.0 0.0
H 3.683 1.030 0.399 0.1 0.0 0.0
H 5.925 0.444 1.250 0.0 0.0 0.0
H 6.332 0.369 3.693 -0.1 0.0 0.0
H 4.483 0.832 5.264 0.0 0.0 0.0
H 2.244 1.425 4.415 0.0 0.0 0.0
H -0.317 3.530 0.032 0.0 0.1 0.0
H -0.042 5.843 -0.818 0.0 -0.1 0.0
H 2.012 7.110 -0.276 0.0 -0.1 0.0
H 3.777 6.067 1.101 -0.1 -0.1 0.0
H 3.496 3.779 1.968 0.0 0.0 0.0
C -3.113 2.298 -2.993 0.1 -0.1 -0.1
C -3.169 2.056 -1.490 -0.1 0.1 0.1
C -4.384 1.202 -1.133 0.0 -0.1 0.0
C -3.244 3.396 -0.747 0.0 0.0 0.0
N -1.943 1.294 -1.181 -0.3 0.0 0.0
N -1.656 1.057 0.197 0.0 0.0 -0.2
H -4.030 2.778 -3.334 0.0 0.0 0.0
H -2.987 1.352 -3.529 0.0 0.1 0.0
H -2.272 2.951 -3.251 -0.1 -0.1 0.0
H -5.298 1.689 -1.480 0.1 0.0 0.1
H -4.477 1.062 -0.051 0.0 0.0 -0.1
H -4.315 0.220 -1.610 0.0 0.1 0.0
H -4.130 3.949 -1.068 0.1 0.0 0.0
H -2.370 4.018 -0.963 0.0 0.0 0.0
H -3.327 3.263 0.337 0.0 0.0 -0.1
H -1.136 1.732 -1.604 0.1 0.0 0.0
H -2.348 0.398 0.542 0.0 -0.1 0.1
H -1.738 1.889 0.777 -0.1 0.2 0.1
N 1.327 1.222 -1.752 -0.3 -0.9 0.3
C 1.211 0.477 -2.996 0.0 0.1 -0.1
C 0.767 1.137 -4.134 -0.1 0.1 0.0
C 0.597 0.441 -5.320 0.1 0.0 0.0
C 0.884 -0.917 -5.372 -0.2 -0.1 0.1
C 1.360 -1.569 -4.243 0.0 0.1 -0.1
C 1.525 -0.870 -3.051 0.1 0.0 0.0
S 0.482 -1.824 -6.879 -0.1 -0.1 0.1
O -0.964 -1.654 -6.960 0.0 0.0 0.1
O 1.221 -1.140 -7.921 0.1 0.1 0.0
O 0.913 -3.185 -6.602 0.0 0.0 0.1
H 1.145 2.197 -1.953 0.0 0.2 0.2
H 2.280 1.170 -1.412 0.2 0.1 -0.1
H 0.548 2.201 -4.086 0.0 0.0 0.0
H 0.255 0.939 -6.220 0.0 0.0 0.1
H 1.589 -2.625 -4.323 0.0 0.0 0.1
H 1.917 -1.371 -2.171 0.0 -0.1 0.1
```
Forces are in eV/Å.

Calculated values
ΔE to the lowest compared entry with this formula, charge and spin   10.6 kcal per mole
⟨S²⟩   3.77
Net charge   0
Spin multiplicity   4
HOMO (spin up / spin down)   -7.37 / -7.37 eV
HOMO-LUMO gap (spin up / spin down)   7.238 / 7.056 eV

Here are the Löwdin charges for atoms 1 to 4, given in e: atom 1 (V): 0.2582, atom 2 (C): -0.1855, atom 3 (Si): 0.5832, atom 4 (C): -0.2847

=====

Entry from OMol25: a 2-piece molecular cluster, C26H21NO5 overall at a distorted geometry (the ωB97M-V functional and the def2-TZVPD basis).

Structure (XYZ):
```
53
Properties=species:S:1:pos:R:3:forces:R:3
C 6.398 3.480 -0.940 0.0 -0.4 0.0
O 6.319 2.194 -1.599 -0.9 -0.2 0.4
C 5.195 1.449 -1.428 -0.2 0.3 0.0
C 5.084 0.283 -2.234 0.2 0.6 0.2
C 3.943 -0.471 -2.180 -0.3 -0.1 0.4
C 2.848 -0.129 -1.321 0.8 0.3 0.3
C 1.690 -0.940 -1.335 -0.5 0.5 -0.3
C 0.359 -0.585 -1.025 -0.2 0.0 -0.1
C -0.618 -1.623 -1.003 0.4 0.0 0.2
C -1.912 -1.382 -0.612 -0.2 0.2 0.0
C -2.299 -0.064 -0.319 -0.7 0.1 0.0
O -3.627 0.141 0.039 0.6 -0.1 -0.2
C -4.412 0.966 -0.788 0.3 0.0 -0.2
C -5.298 0.339 -1.667 0.3 0.2 0.0
C -5.987 1.118 -2.596 -0.1 0.1 0.2
C -5.837 2.510 -2.599 0.2 -0.1 0.1
C -4.983 3.122 -1.675 -0.1 -0.1 0.1
C -4.273 2.352 -0.747 -0.1 -0.2 -0.2
C -1.392 0.999 -0.397 0.2 0.0 -0.2
C -0.085 0.744 -0.772 0.0 -0.1 0.5
C 3.026 0.986 -0.452 -0.2 -0.1 -0.3
C 4.155 1.782 -0.518 0.5 0.0 -0.4
H 7.383 3.860 -1.218 -0.2 0.0 0.1
H 5.609 4.156 -1.307 0.2 -0.3 0.1
H 6.323 3.371 0.153 0.1 0.0 -0.4
H 5.919 0.039 -2.890 -0.3 0.0 0.1
H 3.847 -1.345 -2.822 0.0 0.1 0.1
H 1.819 -1.937 -1.757 0.0 0.1 0.2
H -0.305 -2.632 -1.269 -0.1 0.2 0.2
H -2.653 -2.177 -0.540 0.2 0.2 0.0
H -5.401 -0.746 -1.633 0.1 0.3 -0.1
H -6.652 0.629 -3.312 0.2 0.2 0.2
H -6.389 3.118 -3.317 0.2 -0.2 0.2
H -4.865 4.208 -1.664 -0.1 -0.4 0.0
H -3.609 2.809 -0.013 -0.3 -0.1 -0.3
H -1.721 2.009 -0.156 0.2 -0.4 -0.2
H 0.617 1.570 -0.860 -0.2 -0.2 0.0
H 2.271 1.190 0.304 0.2 -0.2 0.0
H 4.251 2.663 0.123 -0.1 -0.5 -0.2
O 1.492 -5.223 3.694 -1.9 0.5 0.4
N 0.314 -4.884 3.934 0.7 -2.1 0.5
O -0.544 -5.674 4.379 1.5 1.2 -0.7
C -0.078 -3.521 3.677 -0.9 1.5 -0.1
C -1.393 -3.129 3.988 0.0 -0.3 0.1
C -1.768 -1.801 3.746 0.3 -0.4 0.2
C -0.892 -0.915 3.146 1.0 -0.1 -0.7
C 0.404 -1.352 2.606 -1.4 -1.1 1.1
O 1.058 -0.722 1.739 0.6 0.9 -0.4
C 0.830 -2.647 3.103 0.0 0.2 -0.5
H -2.070 -3.856 4.428 0.1 0.3 -0.1
H -2.767 -1.472 4.043 0.3 -0.1 -0.1
H -1.166 0.123 2.963 -0.1 -0.2 0.0
H 1.842 -2.983 2.898 -0.2 0.1 -0.1
```
Forces are in eV/Å.

Calculated values
ΔE to the lowest compared entry with this formula, charge and spin   3.0 kcal per mole
Net charge   0
HOMO   -6.06 eV
HOMO-LUMO gap   3.458 eV

Here are the natural (NBO) charges for atoms 1 to 4, given in e: atom 1 (C): -0.2618, atom 2 (O): -0.4722, atom 3 (C): 0.3867, atom 4 (C): -0.2816

=====

Record order is preserved below.
E: -8774.66334, -67365.10245, -123125.84972, -39023.90700 eV